The following is a DFT calculation (ωB97M-V with the def2-TZVPD basis set) of one molecule with the formula C3H3FO2 in a non-equilibrium geometry.

Each line ends with the Löwdin charge.
Element x y z (Å)
1 C -2.216 -0.653 0.028  -0.28
2 F -2.193 1.684 -0.003  0.12
3 O 0.698 1.784 -0.052  -0.03
4 O -3.397 -0.676 -0.023  0.08
5 C -0.059 0.606 0.042  -0.05
6 H 1.691 1.747 0.191  0.15
7 H -1.656 -1.635 -0.094  0.14
8 H 0.571 -0.358 0.075  0.15
9 C -1.488 0.586 0.086  -0.28

The value obtained for the HOMO-LUMO gap is 9.62 eV. The structure (SMILES) is O=C/C(F)=C/O. The energy above the lowest of the compared OMol25 structures with the same formula, charge and spin comes out at 1.553 eV. As for the total energy: -366.39102 Ha. The total charge is 0. For the LUMO energy, the calculation gives 0.20 eV.



The following is a DFT calculation (ωB97M-V with the def2-TZVPD basis set) of a 2-piece molecular cluster, C3H3FO2 overall in a non-equilibrium geometry.

Each line ends with the Löwdin charge.
Element x y z (Å)
1 O 1.684 1.004 0.745  -0.01
2 C -1.990 -0.537 0.239  -0.39
3 H -2.621 -0.763 1.210  0.17
4 H 1.182 0.748 -1.256  0.07
5 O -1.690 -1.259 -0.627  0.13
6 C 1.657 0.229 -0.486  -0.13
7 C 1.107 -0.098 0.909  0.03
8 F -1.890 0.783 0.203  0.06
9 H 2.561 -0.107 -0.936  0.07

The value obtained for the HOMO-LUMO gap is 10.55 eV. The energy above the lowest of the compared OMol25 structures with the same formula, charge and spin comes out at 3.753 eV. As for the total energy: -366.31016 Ha. The total charge is 0. For the LUMO energy, the calculation gives 0.61 eV.



The following is a DFT calculation (ωB97M-V with the def2-TZVPD basis set) of a 2-piece molecular cluster, C3H3FP2 overall in a non-equilibrium geometry.

Each line ends with the Löwdin charge.
Element x y z (Å)
1 C 0.941 -1.499 0.377  -0.38
2 C -0.120 -1.648 -0.491  -0.46
3 F 2.017 -3.371 1.191  -0.46
4 H 0.379 1.784 0.088  -0.01
5 H -0.503 -2.506 -1.054  0.06
6 P -0.930 -0.136 -0.874  0.93
7 H -0.589 0.676 1.325  0.09
8 C 0.147 0.794 0.364  -0.72
9 P 1.542 -0.157 1.168  0.95

The value obtained for the HOMO-LUMO gap (spin up / spin down) is 7.56 / 7.56 eV. The energy above the lowest of the compared OMol25 structures with the same formula, charge and spin comes out at 3.629 eV. As for the total energy: -898.47910 Ha. The total charge is 0. For the LUMO energy (spin up / spin down), the calculation gives -1.84 / -1.84 eV.



The following is a DFT calculation (ωB97M-V with the def2-TZVPD basis set) of one molecule with the formula C3H3FS2 in a non-equilibrium geometry.

Each line ends with the Löwdin charge.
Element x y z (Å)
1 H 0.474 -1.329 -0.450  0.14
2 F -1.495 -0.881 0.007  -0.02
3 C -0.153 0.603 -1.187  -0.60
4 H -0.625 0.099 1.862  0.04
5 S 1.728 0.043 1.892  0.73
6 S 1.101 0.885 -2.157  0.73
7 C 0.236 -0.059 1.282  -0.60
8 H -1.088 1.145 -1.136  0.06
9 C -0.178 -0.506 -0.112  -0.47

The value obtained for the HOMO-LUMO gap is 7.83 eV. The structure (SMILES) is FC(C=S)C=S. The energy above the lowest of the compared OMol25 structures with the same formula, charge and spin comes out at 0.862 eV. As for the total energy: -1012.28355 Ha. The total charge is 0. For the LUMO energy, the calculation gives -1.27 eV.



The following is a DFT calculation (ωB97M-V with the def2-TZVPD basis set) of C3H3FeLiO3 as an isolated structure in a non-equilibrium geometry.

Each line ends with the Löwdin charge.
Element x y z (Å)
1 O -1.213 -1.605 0.711  -0.52
2 O 0.213 0.422 -0.776  -0.19
3 Fe -0.909 -2.696 -0.805  0.11
4 C -1.034 0.676 -0.055  -0.26
5 O 1.853 1.177 -1.972  -0.24
6 H -0.991 1.698 0.343  0.09
7 H -1.808 0.520 -0.894  0.12
8 Li 1.938 3.048 -1.930  0.65
9 C -1.280 -0.321 1.003  -0.35
10 C 0.874 1.488 -1.247  -0.47
11 H -1.166 -0.019 2.055  0.07

The value obtained for the HOMO-LUMO gap (spin up / spin down) is 2.58 / 2.64 eV. As for the spin multiplicity: 6. As for the total energy: -1612.95333 Ha. The total charge is -1. For the LUMO energy (spin up / spin down), the calculation gives 1.30 / 1.30 eV.



The following is a DFT calculation (ωB97M-V with the def2-TZVPD basis set) of C3H3FeLiO3 as an isolated structure in a non-equilibrium geometry.

Each line ends with the Löwdin charge.
Element x y z (Å)
1 O -0.226 1.174 -0.455  -0.06
2 H 1.739 -1.214 0.903  0.12
3 H -0.894 -0.076 1.794  0.12
4 C 0.888 -0.579 0.648  -0.20
5 O 0.083 -0.971 -0.483  0.00
6 Fe -2.153 -0.463 -3.307  0.89
7 C -0.594 0.075 -0.979  -0.72
8 O -1.677 -0.125 -1.560  -0.19
9 H 0.505 0.819 2.315  0.09
10 Li 2.218 1.136 -0.364  0.85
11 C 0.109 0.225 1.487  0.09

The value obtained for the HOMO-LUMO gap (spin up / spin down) is 6.85 / 7.61 eV. As for the spin multiplicity: 6. The energy above the lowest of the compared OMol25 structures with the same formula, charge and spin comes out at 1.118 eV. As for the total energy: -1612.68816 Ha. The total charge is +1. For the LUMO energy (spin up / spin down), the calculation gives -4.32 / -4.80 eV.



The following is a DFT calculation (ωB97M-V with the def2-TZVPD basis set) of one molecule with the formula C3H3I in a non-equilibrium geometry.

Each line ends with the Löwdin charge.
Element x y z (Å)
1 C 0.835 -0.202 0.072  -0.29
2 H 1.370 0.704 0.144  0.05
3 I -2.117 -0.389 0.210  1.07
4 C -1.843 1.579 0.013  -0.52
5 C -0.351 -0.266 -0.946  -0.41
6 H 1.418 -0.836 -0.579  0.05
7 H 0.687 -0.590 1.086  0.05

The value obtained for the HOMO-LUMO gap (spin up / spin down) is 7.25 / 7.81 eV. As for the spin multiplicity: 3. The energy above the lowest of the compared OMol25 structures with the same formula, charge and spin comes out at 5.748 eV. As for the total energy: -413.41806 Ha. The total charge is 0. For the LUMO energy (spin up / spin down), the calculation gives -0.82 / -1.52 eV.



The following is a DFT calculation (ωB97M-V with the def2-TZVPD basis set) of a 2-piece molecular cluster, C3H3IN2O overall in a non-equilibrium geometry.

Each line ends with the Löwdin charge.
Element x y z (Å)
1 N 2.805 -1.603 0.134  -0.04
2 N -0.727 -1.093 -0.043  -0.45
3 C -0.645 0.250 -0.525  -0.68
4 I -1.051 -2.539 -1.281  1.07
5 C -0.457 1.230 0.566  -0.02
6 H 0.499 1.567 0.587  0.05
7 H -0.636 0.932 1.670  0.14
8 O -0.578 0.389 -1.723  0.04
9 C 1.786 -1.168 0.392  -0.18
10 H -0.996 2.036 0.223  0.06

The value obtained for the HOMO-LUMO gap (spin up / spin down) is 6.15 / 6.06 eV. The energy above the lowest of the compared OMol25 structures with the same formula, charge and spin comes out at 5.765 eV. As for the total energy: -598.32422 Ha. The total charge is 0. For the LUMO energy (spin up / spin down), the calculation gives -4.09 / -4.10 eV.



The following is a DFT calculation (ωB97M-V with the def2-TZVPD basis set) of one molecule with the formula C3H3IO in a non-equilibrium geometry.

Each line ends with the Löwdin charge.
Element x y z (Å)
1 H 0.950 -0.135 0.950  0.06
2 C 0.470 0.094 0.073  -0.20
3 H 0.470 1.064 -1.942  0.07
4 C 0.859 0.920 -0.904  -0.58
5 I 2.674 1.977 -0.669  0.77
6 C -0.860 -0.529 -0.065  -0.29
7 H -1.490 -0.706 0.831  0.12
8 O -1.392 -0.866 -1.091  0.05

The value obtained for the HOMO-LUMO gap is 9.43 eV. The structure (SMILES) is O=C/C=C/I. The energy above the lowest of the compared OMol25 structures with the same formula, charge and spin comes out at 0.000 eV. As for the total energy: -488.99201 Ha. The total charge is 0. For the LUMO energy, the calculation gives -0.15 eV.



The following is a DFT calculation (ωB97M-V with the def2-TZVPD basis set) of a 2-piece molecular cluster, C3H3IS overall in a non-equilibrium geometry.

Each line ends with the Löwdin charge.
Element x y z (Å)
1 H -1.620 1.123 1.000  -0.16
2 S -0.780 1.869 0.381  0.69
3 C -0.083 0.934 -0.957  -1.07
4 I 1.606 1.601 -1.926  0.87
5 C 0.485 -1.904 1.022  -0.14
6 C 0.453 -1.075 0.187  -0.16
7 H -0.671 0.280 -1.425  -0.09
8 H 0.609 -2.828 1.716  0.04

The value obtained for the HOMO-LUMO gap is 8.30 eV. The energy above the lowest of the compared OMol25 structures with the same formula, charge and spin comes out at 3.862 eV. As for the total energy: -811.75908 Ha. The total charge is 0. For the LUMO energy, the calculation gives -1.05 eV.



The following is a DFT calculation (ωB97M-V with the def2-TZVPD basis set) of C3H3IrLiO4 as an isolated structure in a non-equilibrium geometry.

Each line ends with the Löwdin charge.
Element x y z (Å)
1 O -2.561 0.105 0.803  0.04
2 H 2.503 -0.193 -1.061  0.26
3 Ir -2.127 -1.827 0.806  1.68
4 O 1.831 0.632 0.655  0.34
5 H 0.002 0.005 -1.681  0.22
6 Li 0.751 2.070 1.360  0.87
7 H 0.544 -1.601 -1.173  0.20
8 C -1.371 0.451 0.620  -0.67
9 C 0.355 -0.581 -0.816  0.01
10 C 1.659 0.020 -0.377  0.10
11 O -0.945 1.591 0.673  0.14
12 O -0.641 -0.672 0.193  -0.18

The value obtained for the HOMO-LUMO gap (spin up / spin down) is 8.19 / 4.91 eV. As for the spin multiplicity: 5. The energy above the lowest of the compared OMol25 structures with the same formula, charge and spin comes out at 0.000 eV. As for the total energy: -527.42898 Ha. The total charge is +3. For the LUMO energy (spin up / spin down), the calculation gives -15.38 / -19.51 eV.



The following is a DFT calculation (ωB97M-V with the def2-TZVPD basis set) of C3H3LaO2 as an isolated structure in a non-equilibrium geometry.

Each line ends with the Löwdin charge.
Element x y z (Å)
1 La 3.761 0.573 0.347  1.91
2 O 1.518 0.993 -0.663  -0.18
3 H -0.205 -1.352 -1.017  0.12
4 H -2.210 0.266 0.754  0.15
5 O -0.526 1.281 0.076  0.06
6 C 0.560 0.563 0.027  -0.37
7 H -0.722 -1.623 0.713  0.12
8 C -0.617 -0.903 -0.108  0.07
9 C -1.559 0.201 -0.129  0.12

The value obtained for the HOMO-LUMO gap (spin up / spin down) is 6.09 / 8.00 eV. The energy above the lowest of the compared OMol25 structures with the same formula, charge and spin comes out at 4.214 eV. As for the total energy: -297.32047 Ha. The total charge is +2. For the LUMO energy (spin up / spin down), the calculation gives -9.77 / -9.52 eV.